The following is a DFT calculation (ωB97M-V/def2-TZVPD) of a molecular structure, C24H33AsClI2OP2Rh at a distorted geometry.

Positions of all 65 atoms, in Å:
I -2.23654 -1.29702 -6.90015
I 0.19976 -1.54210 -6.32178
Rh -1.33885 0.11175 -1.92437
P -0.63547 2.21785 -2.58898
C 1.14152 2.62198 -2.39987
C -0.96967 2.58172 -4.35282
H -0.69922 3.61371 -4.60204
H -1.18013 4.56013 -2.11842
H -2.03465 2.41782 -4.53629
H -2.55750 3.44875 -1.82682
H 1.73848 1.90962 -2.97593
H -0.39720 1.89093 -4.97762
C -1.47923 3.58745 -1.71285
H 1.35284 3.63864 -2.74726
H -1.23156 3.54112 -0.64907
H 1.42369 2.53152 -1.34742
P -2.30892 -1.91251 -1.34646
C -1.22181 -3.20870 -0.64280
C -3.64840 -1.76051 -0.10629
H -3.84741 -2.06395 -3.19024
H -3.64497 -3.66787 -2.41319
H -2.38227 -3.01797 -3.50105
C -3.13075 -2.76003 -2.74704
H -4.37529 -1.03508 -0.48067
H -4.13600 -2.72559 0.06939
H -1.79051 -4.11477 -0.40924
H -0.75009 -2.83063 0.26831
H -3.23018 -1.38419 0.83096
H -0.43330 -3.44944 -1.36099
Cl -3.52284 0.79207 -2.60244
O 0.33253 -0.21933 -0.98851
As 0.78450 -0.00651 0.64403
C 2.61275 -0.69447 0.59364
C 3.68001 0.10521 1.03251
C 4.98721 -0.38238 0.99456
C 5.23923 -1.66996 0.51643
C 4.18110 -2.46851 0.07071
C 2.86990 -1.98142 0.10642
C 0.93515 1.67697 1.70921
C 0.72019 2.98383 1.26800
C 0.84190 4.07780 2.13125
C 1.18235 3.87918 3.46711
C 1.40781 2.58603 3.93373
C 1.28862 1.49839 3.06254
C -0.20996 -1.09828 1.92630
C -1.46156 -0.65410 2.36201
C -2.17183 -1.37448 3.32879
C -1.62576 -2.53938 3.87328
C -0.36434 -2.97553 3.46219
C 0.34852 -2.25269 2.50038
H 3.51014 1.10574 1.40209
H 5.80528 0.23982 1.33745
H 6.25335 -2.04602 0.48868
H 4.37761 -3.46475 -0.30301
H 2.05601 -2.60388 -0.24131
H 0.47365 3.18436 0.27799
H 0.67089 5.08118 1.76135
H 1.27305 4.72496 4.13684
H 1.67244 2.42484 4.97062
H 1.46640 0.50476 3.45153
H -1.88515 0.25580 1.95489
H -3.14340 -1.02785 3.65642
H -2.17544 -3.09656 4.62099
H 0.06526 -3.86992 3.89452
H 1.32807 -2.59754 2.20980

Output
Multiplicity: 5
Energy relative to the best compared isomer or geometry (same formula, charge and spin) in kcal/mol: 0.0
Frontier orbital gap (alpha / beta) in eV: 8.80 / 3.09
Energy in eV: -138602.2414
Net charge: +2